DFT (ωB97M-V with the def2-TZVPD basis set) results for an isolated ion of composition C6H9ClN3O4S and charge +1.

The energy above the lowest of the compared OMol25 structures with the same formula, charge and spin is 0.00 kcal per mole. Its multiplicity is 3. Its net charge is +1. For the LUMO energy (alpha / beta), the calculation gives -4.3 / -7.5 eV. Its HOMO energy (alpha / beta) is -0.4546 / -0.5133 hartree. Its expectation value of S² is 2.006.

XYZ file:
```
24
Properties=species:S:1:pos:R:3:forces:R:3:lowdin_charge:R:1
C 0.206 -1.301 -0.064 1.1 -2.8 1.0 -0.127
C -0.263 -0.179 -0.434 -0.4 5.4 2.9 -0.229
C 0.957 -1.464 1.211 0.5 0.0 -0.4 -0.478
C -0.083 0.997 0.789 1.0 -3.5 -1.9 -0.369
C -0.871 0.226 -1.655 -2.9 1.5 -3.3 -0.194
C -2.450 -0.044 -1.546 1.4 -0.1 0.0 -0.483
N -1.139 1.860 1.251 6.3 -4.8 -3.5 -0.394
N 1.059 1.773 0.173 -0.5 1.5 1.0 -0.343
N 2.489 -1.463 0.764 0.0 -1.4 1.7 0.184
O -1.195 1.824 2.462 -2.4 1.7 6.9 0.136
O 2.100 1.164 0.065 0.9 0.1 -0.7 0.048
O -1.826 2.419 0.413 -4.2 3.2 -2.7 0.208
O 0.857 2.929 -0.094 0.3 -0.5 -0.2 0.183
S 0.562 -0.052 2.164 -0.4 1.4 0.7 1.140
Cl -2.685 -1.798 -1.183 -0.5 0.5 -0.5 0.603
H 0.137 -2.107 -0.723 0.1 -1.4 -1.0 0.113
H 0.792 -2.316 1.851 -0.1 -0.5 -0.2 0.119
H -0.459 -0.330 -2.489 -0.1 -0.4 -0.1 0.122
H -0.854 1.318 -2.057 0.6 -1.5 1.5 0.168
H -3.024 0.322 -2.431 0.5 -0.7 0.8 0.106
H -2.739 0.473 -0.639 -0.6 0.1 -0.1 0.045
H 3.166 -1.358 1.538 -0.7 0.3 0.1 0.168
H 2.396 -0.553 0.320 1.2 0.5 -1.4 0.076
H 2.868 -2.339 0.314 -1.1 1.4 -0.4 0.198
```
Positions in Å, forces in eV/Å.


DFT (ωB97M-V with the def2-TZVPD basis set) results for a 2-piece molecular cluster, C6H9ClNO4 overall.

Its multiplicity is 2. For the LUMO energy (alpha / beta), the calculation gives 0.1 / -2.2 eV. Its HOMO energy (alpha / beta) is -0.3690 / -0.3732 hartree. Its expectation value of S² is 0.757.

XYZ file:
```
21
Properties=species:S:1:pos:R:3:forces:R:3:lowdin_charge:R:1
C 1.482 0.175 -0.822 -0.1 0.4 -0.9 -0.672
C 0.286 0.684 -1.166 0.4 0.1 0.3 -0.056
C -0.974 -0.085 -1.214 0.2 -0.8 0.2 -0.512
O -1.108 -1.274 -1.009 0.0 0.3 0.0 0.089
Cl 2.846 1.287 -0.876 -0.3 -0.2 0.2 0.669
C 1.894 -1.235 -0.579 -0.1 -0.2 0.4 -0.098
H 0.202 1.744 -1.404 0.1 -0.3 0.1 0.113
O -1.999 0.712 -1.511 -0.1 0.6 -0.1 -0.044
C -3.285 0.099 -1.591 -0.2 -0.2 0.0 -0.042
H 2.415 -1.303 0.388 -0.1 0.0 -0.2 0.085
H 1.023 -1.896 -0.573 0.2 0.2 0.0 0.075
H 2.601 -1.557 -1.357 -0.2 0.2 0.2 0.093
H -3.290 -0.673 -2.371 0.0 0.2 0.2 0.100
H -3.551 -0.352 -0.627 0.0 0.1 -0.3 0.098
H -3.985 0.900 -1.844 0.2 -0.2 0.1 0.095
C 0.351 0.591 2.305 -0.6 0.1 -0.1 0.183
H 0.167 1.630 2.043 0.1 -0.4 0.1 0.101
H -0.289 -0.253 2.063 0.3 0.2 0.0 0.101
N 1.435 0.339 3.151 0.7 -0.1 0.4 -0.466
O 2.149 1.286 3.477 -0.3 0.0 -0.2 0.046
O 1.632 -0.818 3.517 -0.3 0.0 -0.2 0.042
```
Positions in Å, forces in eV/Å.


DFT (ωB97M-V with the def2-TZVPD basis set) results for a 2-piece molecular cluster, C6H9ClO2S2 overall.

The energy above the lowest of the compared OMol25 structures with the same formula, charge and spin is 70.80 kcal per mole. The SMILES is CS(=O)(=O)C#CS.C/C=C/Cl. For the LUMO energy, the calculation gives 0.3 eV. Its HOMO energy is -0.3429 hartree.

XYZ file:
```
20
Properties=species:S:1:pos:R:3:forces:R:3:lowdin_charge:R:1
C 2.615 -0.776 -0.183 -1.3 1.5 1.0 -0.570
C 1.944 0.229 0.048 1.5 -2.1 -0.5 -0.199
C -1.302 -1.688 0.250 -1.4 0.9 -1.0 -0.629
C -1.145 -0.906 -0.815 0.0 0.8 0.6 -0.234
C -2.372 -0.193 -1.381 1.2 -4.1 -2.7 -0.083
C 0.226 1.856 1.656 4.9 0.0 -0.8 -0.064
O 2.206 2.696 0.087 2.1 2.2 0.3 -0.281
O 0.256 1.766 -1.073 0.2 0.1 0.8 -0.317
S 3.682 -2.084 -0.351 0.2 0.1 -0.2 0.788
S 1.171 1.765 0.048 -2.9 -1.7 0.0 0.579
Cl 0.013 -2.356 1.075 0.6 -0.8 0.8 0.644
H 2.996 -3.125 0.185 -0.3 0.6 -0.1 -0.120
H -2.326 -1.841 0.641 0.9 -0.3 0.1 0.081
H -0.112 -0.619 -1.127 -1.2 -0.4 -0.1 0.081
H -2.383 -0.401 -2.515 -0.1 0.5 1.5 0.109
H -2.304 0.811 -1.256 0.0 3.1 0.5 0.019
H -3.275 -0.646 -1.007 -0.4 0.1 0.4 0.064
H -0.729 1.887 1.455 -5.1 1.2 -1.6 -0.009
H 0.219 0.882 2.087 1.2 -0.7 1.0 0.053
H 0.622 2.743 2.176 -0.2 -0.9 0.1 0.086
```
Positions in Å, forces in eV/Å.


DFT (ωB97M-V with the def2-TZVPD basis set) results for one molecule with the formula C6H9F.

The energy above the lowest of the compared OMol25 structures with the same formula, charge and spin is 57.63 kcal per mole. The SMILES is C=C1C[C@H]1[C@H](C)F. For the LUMO energy, the calculation gives 1.0 eV. Its HOMO energy is -0.3564 hartree.

XYZ file:
```
16
Properties=species:S:1:pos:R:3:forces:R:3:lowdin_charge:R:1
C 1.530 -0.299 -0.322 -0.5 -2.0 0.0 -0.276
C 2.460 -0.740 -1.135 -2.8 -0.2 -2.2 0.072
C 1.218 0.022 1.047 1.5 4.3 -0.2 -0.089
C 0.139 -0.387 0.120 -2.4 2.8 -1.1 -0.160
C -2.354 0.303 0.354 -1.4 1.0 3.5 -0.063
C -1.065 0.633 -0.350 2.3 -2.7 0.6 -0.324
F -1.269 0.447 -1.695 0.0 -0.2 -0.9 -0.026
H 2.121 -1.188 -2.102 0.6 0.4 0.8 0.083
H 3.435 -0.437 -1.042 2.4 0.2 0.4 0.028
H 1.532 -0.711 1.728 0.4 -0.4 1.3 0.098
H 1.443 1.135 1.174 -0.7 -1.6 0.8 0.143
H -0.288 -1.231 0.535 -0.7 -2.2 -0.2 0.103
H -2.539 -0.694 0.891 0.8 0.9 -1.6 0.097
H -3.250 0.547 -0.245 0.6 -0.1 0.1 0.078
H -2.443 0.969 1.309 0.2 -0.7 -1.7 0.105
H -0.670 1.630 -0.267 -0.3 0.6 0.5 0.131
```
Positions in Å, forces in eV/Å.


DFT (ωB97M-V with the def2-TZVPD basis set) results for C6H9F3N3V as an isolated structure.

The energy above the lowest of the compared OMol25 structures with the same formula, charge and spin is 7.27 kcal per mole. Its multiplicity is 3. For the LUMO energy (alpha / beta), the calculation gives 0.3 / 0.3 eV. Its HOMO energy (alpha / beta) is -0.3179 / -0.3818 hartree. Its expectation value of S² is 2.009.

XYZ file:
```
22
Properties=species:S:1:pos:R:3:forces:R:3:lowdin_charge:R:1
V 0.434 0.763 -1.212 1.0 0.8 -0.9 0.966
F 1.714 1.470 0.163 -1.7 -1.0 -1.3 -0.556
F 1.249 1.634 -2.750 -1.2 -1.1 2.0 -0.516
F -1.103 -0.132 -2.013 1.6 0.8 0.7 -0.543
C -0.506 -1.247 3.147 -0.2 -0.3 -0.2 -0.039
C -0.488 -0.807 1.763 0.0 0.0 -0.2 -0.193
N -0.451 -0.469 0.671 0.4 0.4 -0.1 0.150
H -1.517 -1.129 3.534 0.1 0.2 0.2 0.088
H 0.234 -0.678 3.703 -0.1 0.0 0.2 0.093
H -0.275 -2.311 3.181 0.1 0.1 0.0 0.089
C -3.063 3.366 0.509 0.0 0.5 -0.3 -0.031
C -1.900 2.755 -0.120 -0.4 0.2 0.4 -0.159
N -0.988 2.281 -0.608 0.4 -0.3 -0.3 0.143
H -2.755 4.049 1.298 0.1 -0.1 0.1 0.090
H -3.753 2.626 0.902 0.1 -0.1 0.0 0.089
H -3.574 3.968 -0.245 -0.1 -0.1 0.0 0.092
C 3.047 -3.083 -2.123 0.0 -0.3 0.1 -0.031
C 2.284 -1.911 -1.736 0.3 -0.2 0.0 -0.156
N 1.708 -0.980 -1.426 -0.4 0.4 -0.2 0.148
H 4.092 -2.816 -2.262 0.0 0.0 -0.1 0.093
H 2.623 -3.506 -3.032 0.1 0.1 -0.1 0.093
H 2.989 -3.843 -1.344 0.0 0.1 0.0 0.090
```
Positions in Å, forces in eV/Å.


DFT (ωB97M-V with the def2-TZVPD basis set) results for an isolated ion of composition C6H9FNO and charge +1.

The energy above the lowest of the compared OMol25 structures with the same formula, charge and spin is 67.00 kcal per mole. Its net charge is +1. For the LUMO energy, the calculation gives -6.2 eV. Its HOMO energy is -0.4672 hartree.

XYZ file:
```
18
Properties=species:S:1:pos:R:3:forces:R:3:lowdin_charge:R:1
C -0.045 -1.532 -0.276 0.4 -0.1 -0.6 0.066
C 0.836 -0.544 0.058 4.5 -0.9 -1.3 -0.079
C -1.458 -0.947 -0.270 0.9 -0.9 -0.6 -0.080
C 0.143 0.763 0.286 1.7 0.7 1.3 -0.282
C 2.455 -0.691 -0.050 -2.9 0.3 1.2 0.137
C -1.182 0.583 -0.330 -2.6 1.2 -1.8 -0.323
N -2.215 1.334 0.400 0.0 -0.7 -3.1 0.071
O 3.169 0.382 0.098 -3.6 -1.1 -0.3 0.195
F 0.856 1.842 -0.284 -0.6 -0.9 0.7 0.014
H 0.242 -2.536 -0.702 -0.4 1.1 0.9 0.154
H -2.079 -1.443 -1.037 0.3 0.7 -0.1 0.137
H -2.021 -1.179 0.623 0.2 -0.1 0.7 0.129
H 0.000 0.910 1.402 0.5 0.3 -1.2 0.186
H 2.924 -1.736 -0.113 -0.5 1.6 -0.1 0.180
H -1.117 0.945 -1.436 -0.2 -0.7 1.9 0.201
H -2.543 2.220 0.030 0.4 -0.3 0.4 0.099
H -2.062 1.242 1.351 -0.1 0.5 2.1 0.047
H 4.095 0.388 0.249 1.9 -0.8 -0.1 0.149
```
Positions in Å, forces in eV/Å.